A structure of composition C59H75BeN4OSSiTe. Source: OMol25; level of theory: ωB97M-V/def2-TZVPD.

As for the net charge: -2. Its spin multiplicity is 2. The expectation value of S² is 0.765. The lowest unoccupied orbital energy (spin up / spin down) is 3.86 / 3.86 eV. The value obtained for the HOMO-LUMO gap (spin up / spin down) is 5.1 / 5.5 eV. As for the total energy: -96820.490 eV.

Last column: Löwdin charge in e.
CARTESIAN COORDINATES (ANGSTROEM)
Te1 2.375 1.616 1.247  1.609
C1 -4.690 0.782 -1.699  -0.382
C2 -0.173 -4.545 -3.189  -0.065
H1 -2.012 2.002 -1.830  0.124
H2 -3.592 0.192 3.873  0.079
H3 -1.841 -6.661 2.709  0.029
C3 -3.182 1.321 0.357  -0.126
C4 -2.202 1.468 2.799  -0.347
C5 -0.651 -2.156 -2.899  -0.094
H4 -5.567 -0.908 -0.670  0.025
C6 -0.615 -3.231 -5.092  -0.084
H5 -1.887 -0.257 4.105  0.075
H6 -0.130 1.083 3.254  0.067
C7 -1.109 -4.567 -0.274  -0.101
C8 -0.722 1.532 2.453  -0.147
H7 0.544 5.112 -2.237  0.109
Si1 -3.510 -4.797 2.577  0.498
C9 -0.129 -2.547 3.254  -0.070
H8 -6.096 3.618 1.651  0.087
H9 -2.275 -6.110 4.330  0.014
H10 -0.729 -3.157 -6.168  0.096
H11 -6.259 2.516 -0.553  0.097
C10 -5.376 2.363 0.059  -0.072
H12 -2.729 -0.634 2.588  0.052
H13 2.519 5.254 1.174  0.081
H14 4.647 4.073 -2.752  0.108
N1 0.814 -0.002 -0.126  -0.089
C11 -1.066 0.136 -2.310  -0.148
C12 1.341 -4.358 -0.697  -0.058
H15 -5.114 -6.276 1.420  0.022
C13 4.240 4.867 3.785  -0.039
H16 5.825 -1.883 -2.469  0.086
C14 3.788 2.913 2.406  -0.348
H17 -1.110 -5.558 -0.739  0.080
H18 -0.140 0.928 -6.014  0.073
H19 5.696 5.917 5.699  0.063
C15 -0.790 -2.071 -4.334  -0.095
H20 -0.492 1.013 1.526  -0.009
H21 -0.933 -4.692 0.800  0.070
C16 6.106 4.929 5.486  -0.073
H22 7.155 5.050 5.202  0.070
H23 -4.238 2.452 -3.023  0.074
C17 -0.021 -3.684 -0.895  -0.344
H24 -2.858 0.203 -5.908  0.071
H25 -1.197 -4.173 4.157  0.089
H26 0.633 -2.475 4.018  0.094
C18 -2.620 0.106 3.378  -0.046
H27 -5.957 2.276 -2.656  0.062
H28 -4.195 -3.923 4.804  0.023
Be1 -0.736 -0.647 -0.195  0.033
C19 -2.376 -0.062 -4.961  -0.079
H29 1.802 6.245 -3.910  0.065
C20 -4.230 2.645 2.105  -0.068
C21 -2.155 -3.523 2.357  -0.298
H30 -5.180 1.155 -3.777  0.067
C22 4.385 -2.334 0.560  -0.107
H31 -2.188 0.862 -4.425  0.055
N2 -0.940 -1.153 -1.965  0.102
H32 -3.820 -5.758 0.311  0.024
C23 5.091 -1.815 -1.672  -0.105
H33 6.256 -2.980 -0.285  0.083
H34 -5.111 -4.639 0.706  -0.007
H35 -0.109 4.261 0.672  0.075
C24 2.962 -0.989 -0.860  -0.183
C25 5.318 4.244 4.398  -0.295
H36 -0.651 0.525 -3.214  0.086
H37 5.213 2.577 0.255  0.057
C26 -5.845 -0.196 -1.448  -0.074
H38 0.692 -0.995 2.000  0.066
C27 3.209 -1.629 0.348  -0.101
H39 1.439 4.304 2.178  0.037
C28 -4.361 1.537 -0.416  -0.127
H40 -3.087 -0.651 -4.377  0.084
H41 1.596 -4.385 0.363  0.076
C29 -0.026 3.572 -0.174  -0.069
C30 -0.095 -1.726 2.154  -0.141
H42 -3.838 0.177 -1.991  0.100
H43 2.065 5.857 2.782  0.070
H44 5.106 0.642 1.620  0.026
C31 0.143 -0.029 -5.564  -0.055
H45 2.803 5.050 -4.740  0.075
C32 -1.743 1.015 -1.455  -0.152
H46 2.456 -1.576 1.124  0.074
C33 2.610 4.718 -2.622  -0.281
C34 2.443 2.984 -0.405  -0.348
H47 -6.749 0.331 -1.130  0.069
H48 -3.385 -7.146 3.431  0.020
H49 4.761 0.147 3.259  0.079
H50 -0.402 2.568 2.347  0.041
C35 4.888 2.343 -0.760  -0.063
H51 4.688 1.269 -0.809  0.059
C36 -5.035 1.723 -2.856  -0.077
H52 -1.349 -1.368 -6.202  0.094
C37 -2.673 -6.320 3.333  -0.193
C38 -5.310 2.960 1.301  -0.105
C39 4.896 2.291 3.014  -0.319
S1 -3.408 -2.411 0.193  0.672
H53 6.485 2.451 4.446  0.108
H54 0.779 -0.562 -6.276  0.071
H55 -5.247 -3.289 3.533  0.028
C40 -4.486 -5.430 1.114  -0.214
H56 1.323 -5.389 -1.065  0.064
H57 2.132 -3.825 -1.221  0.076
C41 1.426 4.559 -1.924  -0.023
N3 -2.073 0.655 -0.205  0.074
C42 -2.112 -2.572 1.286  -0.781
H58 -0.009 -2.726 -0.377  0.084
C43 5.315 0.878 2.662  -0.103
H59 6.380 0.732 2.857  0.069
H60 -2.097 -4.120 -0.409  -0.013
H61 6.083 4.348 6.411  0.070
H62 -4.189 3.044 3.113  0.101
C44 3.915 -1.099 -1.870  -0.051
C45 3.480 4.224 2.808  -0.291
H63 3.705 -0.608 -2.812  0.108
C46 2.698 5.630 -3.819  -0.068
C47 -4.722 -4.183 3.881  -0.181
H64 0.067 -5.498 -2.736  0.098
N4 -1.021 -1.743 1.184  0.007
C48 5.336 -2.429 -0.450  -0.122
C49 3.711 3.983 -2.206  -0.028
H65 5.700 2.578 -1.451  0.073
C50 -0.331 -4.471 -4.556  -0.106
H66 -5.467 -4.950 4.118  0.020
C51 5.639 2.958 3.988  -0.044
C52 1.702 -0.124 -1.105  -0.659
H67 3.564 6.293 -3.748  0.068
C53 -0.297 -3.431 -2.373  -0.109
O1 1.697 0.426 -2.236  -0.057
H68 -0.818 3.828 -0.880  0.074
H69 0.760 0.165 -4.685  0.063
H70 -6.073 -0.754 -2.361  0.075
H71 -2.367 2.206 3.589  0.113
C54 -3.186 1.823 1.689  -0.114
C55 -1.110 -0.882 -5.258  -0.372
H72 4.563 -2.813 1.518  0.093
C56 1.317 3.693 -0.834  -0.288
H73 -0.192 2.558 0.177  0.021
H74 -0.232 -5.343 -5.191  0.087
H75 3.967 5.876 4.087  0.101
C57 2.310 4.962 2.206  -0.069
C58 3.649 3.119 -1.119  -0.277
C59 -1.170 -3.475 3.324  -0.103

=====

A cluster of 2 separate species, C3H3FO in total. Source: OMol25; level of theory: ωB97M-V/def2-TZVPD.

The lowest unoccupied orbital energy is 0.82 eV. The value obtained for the HOMO-LUMO gap is 10.9 eV. Its SMILES is C#CF.C=O. For the energy relative to the best compared isomer or geometry (same formula, charge and spin), the calculation gives 2.996 eV. As for the total energy: -7920.298 eV.

Last column: Löwdin charge in e.
CARTESIAN COORDINATES (ANGSTROEM)
C1 0.579 1.475 -0.574  -0.245
F1 -0.111 1.319 -1.668  0.101
C2 1.292 1.607 0.378  0.107
H1 -1.983 -1.343 -0.154  0.108
H2 -0.788 -2.129 1.024  0.056
O1 0.001 -0.968 -0.399  -0.011
H3 1.893 1.544 1.207  0.007
C3 -0.883 -1.505 0.187  -0.123

=====

A cluster of 2 separate species, C5H8S in total. Source: OMol25; level of theory: ωB97M-V/def2-TZVPD.

Its spin multiplicity is 3. The expectation value of S² is 2.005. The lowest unoccupied orbital energy (spin up / spin down) is -0.34 / -2.16 eV. The value obtained for the HOMO-LUMO gap (spin up / spin down) is 6.2 / 6.9 eV. For the energy relative to the best compared isomer or geometry (same formula, charge and spin), the calculation gives 6.020 eV. As for the total energy: -16141.092 eV.

Last column: Löwdin charge in e.
CARTESIAN COORDINATES (ANGSTROEM)
H1 0.770 -0.475 -1.149  0.073
H2 -1.465 -0.018 -1.570  0.128
H3 -1.017 -1.310 1.241  0.052
C1 0.621 -0.768 -0.083  -0.239
H4 1.474 1.663 -1.846  0.121
H5 0.631 0.355 1.750  0.112
C2 1.284 1.695 0.327  0.067
C3 -0.780 -1.211 0.289  -0.283
C4 1.035 0.470 0.737  -0.244
H6 -0.953 -2.107 -0.248  0.095
H7 1.400 2.732 0.511  0.002
S1 -2.556 0.865 0.346  0.759
C5 -1.726 -0.235 -0.401  -0.763
H8 1.283 -1.655 0.095  0.120

=====

A structure of composition C4H7NO. Source: OMol25; level of theory: ωB97M-V/def2-TZVPD.

The lowest unoccupied orbital energy is -0.08 eV. The value obtained for the HOMO-LUMO gap is 8.5 eV. For the energy relative to the best compared isomer or geometry (same formula, charge and spin), the calculation gives 4.285 eV. As for the total energy: -7795.360 eV.

Last column: Löwdin charge in e.
CARTESIAN COORDINATES (ANGSTROEM)
H1 -1.466 -1.862 0.733  0.099
H2 0.080 1.215 0.956  0.114
C1 -1.171 0.080 -1.206  -0.298
C2 1.725 0.572 -0.312  -0.105
C3 0.524 0.274 0.603  -0.299
H3 0.869 -0.292 1.476  0.105
O1 -1.772 -0.985 1.042  0.009
C4 -0.391 -0.578 -0.218  -0.100
H4 2.172 -0.359 -0.676  0.078
H5 -2.638 -0.853 0.618  0.108
N1 -1.834 0.490 -2.076  0.138
H6 2.484 1.134 0.240  0.076
H7 1.418 1.165 -1.180  0.075